Record 1
Density functional theory data (ωB97M-V/def2-TZVPD) for C15H26I2InLuN2O3S3 as an isolated structure in a non-equilibrium geometry.

Element x y z (Å)
Lu (-1.16, 2.73, -1.52)
I (-1.86, 5.38, -1.69)
I (0.09, -1.13, 2.81)
In (-0.08, -0.03, 0.35)
S (0.77, 2.44, 0.27)
S (-2.22, 1.51, 0.58)
S (1.89, -1.12, -0.91)
O (0.87, 1.98, -4.32)
O (-2.05, -2.80, -1.02)
O (-3.09, 0.84, -3.79)
N (1.31, -3.74, -0.65)
N (2.86, -2.90, 0.87)
C (-1.31, -1.98, -0.72)
C (2.58, 2.76, 0.00)
C (2.03, -2.71, -0.16)
C (-4.17, -0.18, -0.47)
C (2.86, -4.11, 1.70)
C (3.34, 2.07, 1.14)
C (-3.98, 0.94, 0.54)
C (2.36, -5.30, 0.89)
C (-4.34, 0.48, 1.95)
C (-4.80, 2.18, 0.20)
C (0.16, 2.27, -3.45)
C (-2.47, 1.50, -3.08)
C (2.74, 4.27, 0.13)
C (3.03, 2.24, -1.35)
C (1.08, -4.92, 0.18)
H (2.24, -3.94, 2.59)
H (2.77, 2.95, -2.16)
H (2.99, 2.46, 2.11)
H (0.57, -3.47, -1.29)
H (0.74, -5.73, -0.47)
H (-5.26, -0.29, -0.67)
H (2.43, 4.60, 1.13)
H (2.18, -6.15, 1.56)
H (2.14, 4.81, -0.62)
H (-4.23, 1.31, 2.65)
H (-3.71, -0.35, 2.29)
H (4.40, 2.31, 1.04)
H (-3.82, -1.15, -0.09)
H (-3.68, 0.03, -1.44)
H (-5.39, 0.15, 1.97)
H (3.23, 0.98, 1.12)
H (-5.87, 1.92, 0.24)
H (3.23, -2.05, 1.28)
H (-4.58, 2.58, -0.80)
H (-4.61, 2.96, 0.95)
H (2.61, 1.26, -1.59)
H (0.27, -4.69, 0.90)
H (3.12, -5.59, 0.16)
H (3.88, -4.29, 2.03)
H (4.13, 2.15, -1.36)
H (3.79, 4.55, -0.01)

Values from the calculation:
ΔE to the lowest compared entry with this formula, charge and spin in kcal per mole: 0.00
Max |F| in eV/A: 6.97
Orbital gap (spin up / spin down) in eV: 4.5 / 4.8
HOMO level (spin up / spin down) in eV: -20.92 / -20.89
M in g/mol: 922.178
Total charge: +4
Electronic energy in hartree: -4136.5118



Record 2
Density functional theory data (ωB97M-V/def2-TZVPD) for C25H28BN7NiO2 as an isolated structure in a non-equilibrium geometry.

Element x y z (Å)
Ni (-0.56, -1.11, -1.61)
O (-0.52, 1.80, 1.49)
O (-2.23, 1.41, 0.07)
N (-1.18, -0.84, 3.27)
N (1.52, -1.48, -2.28)
N (0.36, 0.91, -1.96)
N (0.90, 1.12, -3.23)
N (-1.19, -0.86, -3.16)
N (1.88, -1.07, -3.56)
N (-0.47, -0.56, -4.33)
C (-3.89, 1.06, 4.92)
C (-2.46, -1.19, -3.56)
C (2.63, -0.70, 1.67)
C (-0.59, -2.94, -1.38)
C (-2.56, -1.07, -4.95)
C (1.92, -1.90, 1.66)
C (1.00, 0.29, 3.16)
C (-4.31, 1.92, 3.90)
C (0.63, 2.03, -1.26)
C (-2.55, 1.10, 2.46)
C (0.16, -0.81, 2.91)
C (1.26, 2.98, -2.07)
C (2.18, 0.39, 2.41)
C (3.09, -1.59, -3.88)
C (0.68, -1.96, 2.30)
C (-1.68, 1.43, 1.31)
C (2.51, -2.27, -1.84)
C (2.94, 1.68, 2.33)
C (-2.14, 0.18, 3.46)
C (3.51, -2.37, -2.81)
C (1.43, 2.36, -3.30)
C (-2.87, 0.15, 4.66)
C (-1.30, -0.66, -5.39)
C (0.59, 1.35, 4.13)
C (-3.65, 1.93, 2.68)
B (0.98, -0.03, -4.27)
H (-0.58, -2.99, -0.28)
H (3.88, 1.53, 1.78)
H (-1.55, -3.34, -1.75)
H (1.88, 2.73, -4.22)
H (-3.43, -1.24, -5.57)
H (-0.92, -0.41, -6.38)
H (3.19, 2.10, 3.31)
H (0.06, 0.93, 4.99)
H (2.36, 2.45, 1.78)
H (-5.13, 2.62, 4.08)
H (-1.54, -1.77, 3.43)
H (1.46, 1.90, 4.49)
H (-3.97, 2.59, 1.87)
H (-1.54, 1.63, -0.61)
H (0.09, -2.88, 2.27)
H (3.57, -0.60, 1.11)
H (2.34, -2.78, 1.16)
H (-4.39, 1.05, 5.89)
H (-2.57, -0.57, 5.43)
H (4.42, -2.94, -2.73)
H (0.24, -3.54, -1.77)
H (-0.07, 2.08, 3.64)
H (1.54, 3.97, -1.78)
H (1.41, 0.31, -5.33)
H (0.40, 2.12, -0.21)
H (3.55, -1.37, -4.83)
H (-3.20, -1.49, -2.86)
H (2.44, -2.76, -0.87)

Values from the calculation:
ΔE to the lowest compared entry with this formula, charge and spin in kcal per mole: 86.13
Max |F| in eV/A: 8.69
Orbital gap (spin up / spin down) in eV: 7.8 / 7.8
⟨S²⟩: 2.01
HOMO level (spin up / spin down) in eV: -7.22 / -7.56
M in g/mol: 528.051
2S+1: 3
Total charge: 0
Electronic energy in hartree: -3036.3795